1.
# C5H11IN

2 unconnected molecules or ions with the total composition C5H11IN (ωB97M-V with the def2-TZVPD basis set, the OMol25 dataset).

```
18
Properties=species:S:1:pos:R:3:forces:R:3
C 2.038343 0.018634 -0.036406 -2.324 0.832 1.036
C 1.095800 1.105527 0.498045 -0.049 -2.437 0.049
C 0.516955 -0.283733 0.161263 0.426 0.384 -1.057
C -2.237038 1.049203 -0.983179 2.464 -1.476 2.145
C -0.362529 -0.639001 -1.132416 -2.019 2.006 5.576
N 0.039583 -1.065256 1.405483 2.642 -1.135 -1.588
I -1.207160 -2.496689 -0.898911 -0.515 -0.974 -0.757
H 2.380542 0.186077 -1.029210 -0.096 -0.178 -0.780
H 2.783733 -0.405890 0.576546 0.530 -0.440 0.901
H 1.077788 1.501221 1.495891 0.324 -0.512 0.659
H 0.802515 1.869880 -0.127404 -0.366 1.385 -1.713
H -1.459229 1.774061 -0.645946 -1.283 -0.595 0.134
H -3.026269 0.578589 -0.332034 1.262 0.682 -0.598
H -2.437564 1.114170 -1.992117 -0.584 0.051 -2.010
H 0.208534 -0.541819 -1.957298 1.445 0.485 -2.906
H 0.320794 -0.627340 2.255422 0.426 0.594 0.837
H 0.417696 -2.072279 1.395401 -0.966 1.685 -0.040
H -0.952494 -1.065355 1.346870 -1.316 -0.356 0.112
```
Positions in Å, forces in eV/Å.

Properties
Energy, a.u.: -549.126909
ΔE to the lowest compared entry with this formula, charge and spin, kJ/mol: 460.9
E_HOMO (spin up / spin down), eV: -12.24 / -12.18
Charge: +1

2.
# C5H11IN

A gas-phase ion, C5H11IN (charge +1) (ωB97M-V with the def2-TZVPD basis set, the OMol25 dataset).

```
18
Properties=species:S:1:pos:R:3:forces:R:3
C 0.200674 -0.251404 -1.046723 2.555 1.557 0.007
C -0.357591 0.466605 0.904537 -2.446 -2.327 -2.384
C 0.468864 1.036039 -0.169473 2.302 -2.729 1.125
C 1.817538 1.451364 0.359262 0.598 0.437 -1.906
C -1.260928 -1.956228 0.209418 3.643 -2.204 -3.453
N -0.985363 -0.575366 -0.250384 0.569 -0.132 3.311
I -0.590010 2.751902 -1.218420 -1.538 2.556 -1.550
H -0.072090 -0.049881 -2.076411 0.059 -0.167 -0.401
H 1.106378 -0.927006 -1.009477 -1.453 0.103 0.145
H 0.002637 -0.194562 1.652574 1.114 -0.636 0.557
H -1.207336 0.893556 1.314010 -1.534 1.836 0.895
H 1.774835 2.423423 0.830955 -0.176 0.246 0.378
H 2.596822 1.570987 -0.421285 -0.511 -0.154 0.213
H 2.179207 0.725531 1.048019 0.437 -0.574 0.771
H -0.937206 -2.528454 -0.773187 -1.134 0.395 1.963
H -0.648070 -2.469764 0.994028 -0.208 1.464 -0.411
H -2.261105 -2.092704 0.391430 -2.358 -0.202 0.443
H -1.827254 -0.274036 -0.738874 0.083 0.529 0.298
```
Positions in Å, forces in eV/Å.

Properties
Energy, a.u.: -549.106019
ΔE to the lowest compared entry with this formula, charge and spin, kJ/mol: 156.2
E_HOMO (spin up / spin down), eV: -9.90 / -14.05
Multiplicity: 3
Charge: +1

3.
# C5H11N

C5H11N in the gas phase (ωB97M-V with the def2-TZVPD basis set, the OMol25 dataset).

```
17
Properties=species:S:1:pos:R:3:forces:R:3
C 2.085672 0.778156 -0.544497 0.927 -0.413 1.693
C 1.051301 -0.302506 -0.311626 -1.098 -0.027 0.204
C -0.150059 0.055039 0.238757 1.295 0.908 0.101
C -0.155550 0.947736 1.477403 0.501 0.430 -2.039
N -1.407951 -0.113122 -0.343895 -0.529 -1.782 0.782
C -1.713543 -1.484923 -0.790764 -0.320 0.212 0.478
H 3.018631 0.668938 0.029836 0.161 -0.345 -0.405
H 1.753204 1.752418 -0.194049 -0.421 0.085 -0.352
H 2.320564 0.833871 -1.602878 0.015 0.016 -0.101
H 1.163635 -1.268465 -0.790779 -0.176 0.337 -0.850
H -0.757091 1.803340 1.164171 -0.372 0.244 1.056
H -0.447226 0.370427 2.349524 -0.590 0.161 -0.020
H 0.859622 1.285542 1.667455 -0.008 0.091 0.070
H -2.158105 0.185611 0.267715 0.165 0.052 0.179
H -1.054326 -1.757090 -1.610452 -0.110 -0.158 -0.043
H -2.766287 -1.562305 -1.050397 0.025 0.272 -0.606
H -1.642489 -2.192659 0.044482 0.537 -0.084 -0.148
```
Positions in Å, forces in eV/Å.

Properties
Energy, a.u.: -251.788966
ΔE to the lowest compared entry with this formula, charge and spin, kJ/mol: 193.1
E_HOMO, eV: -7.23

4.
# C5H11N

2 unconnected molecules or ions with the total composition C5H11N (ωB97M-V with the def2-TZVPD basis set, the OMol25 dataset).

```
17
Properties=species:S:1:pos:R:3:forces:R:3
C 2.374840 -0.727741 0.431457 -0.078 0.810 0.462
C 2.064111 0.185674 -0.479379 -0.518 -0.911 -0.284
C 1.460087 1.509943 -0.161267 -0.369 0.404 -0.236
H 2.918458 -1.637117 0.234793 -0.291 -0.242 -0.156
H 2.103862 -0.478489 1.454248 0.449 -0.241 0.186
H 2.071484 -0.133389 -1.520032 0.599 0.438 -0.093
H 0.748453 1.814284 -0.932188 -0.043 -0.083 0.031
H 0.932015 1.512701 0.792615 0.088 -0.086 0.085
H 2.203967 2.309806 -0.126591 0.124 -0.119 0.013
C -1.355137 -1.614279 0.014005 -0.900 0.024 0.200
N -1.962230 -0.780598 -0.700647 0.427 0.863 -0.177
C -2.650902 0.302890 -0.022933 -0.822 -0.385 -0.123
H -0.832853 -2.403728 -0.477256 0.494 -0.574 -0.134
H -1.476781 -1.631784 1.100707 0.375 0.050 0.146
H -2.172422 1.265714 -0.193789 0.258 -0.105 -0.039
H -2.778410 0.124042 1.052169 0.156 0.097 0.040
H -3.648543 0.382072 -0.465912 0.052 0.059 0.081
```
Positions in Å, forces in eV/Å.

Properties
Energy, a.u.: -251.791489
ΔE to the lowest compared entry with this formula, charge and spin, kJ/mol: 186.5
E_HOMO, eV: -9.55